1.
79
Properties=species:S:1:pos:R:3:forces:R:3 method="wB97M-V/def2-TZVPD" homo_lumo_gap_ev=5.2402 spin_multiplicity=1 total_charge=-2 homo_ev=-1.197
C -0.449 0.898 -1.770 -0.0613 1.1485 -0.3844
C -0.073 0.900 3.270 -0.0194 0.2044 -0.2202
H -2.632 -1.899 -4.048 -0.0679 0.1197 0.0267
H 2.988 -0.749 -2.181 -0.0354 -0.0169 -0.1016
O 0.529 0.231 -2.075 0.8873 -0.0002 -0.3649
H -0.606 -3.245 3.437 0.0085 -0.0489 0.1035
H -1.428 -3.357 1.870 0.0428 -0.1317 0.0265
O -3.876 0.853 -1.521 -0.3282 0.1137 -0.0604
H 3.718 -1.243 3.350 -0.1020 0.0508 0.0851
C 5.290 1.659 -1.521 0.0657 0.1486 -0.1641
C 3.755 -0.285 -0.271 -0.1702 -0.2425 -0.2105
O -1.106 -0.902 1.138 -1.2824 0.4720 0.9066
H 6.012 -5.018 1.140 -0.0249 -0.0240 -0.0483
N -3.636 -1.882 -3.911 0.0918 0.0659 -0.2692
H -4.134 2.531 0.080 0.1289 -0.0192 -0.0114
H -2.567 2.768 0.855 -0.0495 -0.0971 0.0590
H -4.535 -2.539 1.142 0.0769 -0.0318 0.1401
H -2.363 -3.100 0.040 0.0316 -0.0537 0.1977
H 4.386 0.997 -3.345 -0.0423 -0.0148 0.0061
H 4.287 -3.663 -0.082 -0.0183 -0.1522 -0.0675
C 4.445 0.856 -2.271 0.1509 0.1070 -0.2028
H -0.309 -0.922 4.404 0.0293 -0.0069 -0.0903
H -2.650 5.196 -0.002 0.0188 0.1235 0.0332
C -5.186 -1.697 -2.051 0.0343 -0.0864 -0.0272
H 6.019 2.130 0.437 0.0371 0.0314 0.0383
H -3.788 4.783 1.283 -0.0832 0.0368 0.1046
C -4.404 -2.414 0.080 -0.0702 0.0569 0.1735
H -4.059 -1.062 -4.324 0.0916 0.0059 0.0752
C 5.136 -2.836 3.563 0.2349 -0.0022 0.3311
H -2.974 4.567 -2.390 -0.0834 0.0084 0.0606
C 4.567 -3.441 0.940 0.0055 0.0439 -0.1967
H 5.355 -2.605 4.599 -0.0097 0.0125 0.0399
C -3.198 -2.723 -0.525 -0.1496 -0.0583 0.2505
H -2.207 -2.503 3.215 -0.1218 -0.0026 -0.0139
H 0.814 2.427 -1.209 -0.1245 0.0465 -0.0809
C -0.114 -0.542 3.401 -0.2416 -0.0086 0.5766
H -1.483 3.197 -3.832 0.1490 0.0270 -0.1093
H 6.512 -4.481 3.498 0.0095 0.0093 0.0148
C 5.791 -3.889 2.946 0.0674 -0.1200 0.0937
H -4.356 4.914 -0.379 -0.0696 0.0637 -0.0691
C 5.503 -4.192 1.623 0.1976 -0.1102 0.0422
H 4.647 0.391 1.552 0.0647 0.0188 0.0494
N -1.690 0.486 -1.879 -0.4698 -0.9524 -0.1438
H 1.372 -2.216 2.951 -0.1734 0.0755 -0.0124
H -4.214 3.286 -2.464 -0.0506 0.0564 0.0532
H 5.886 2.428 -2.001 -0.0234 -0.0193 -0.0173
C -3.143 3.493 -2.484 0.0850 -0.0377 -0.0594
H -5.936 -1.259 -2.694 -0.0229 0.0395 -0.0515
C -3.212 3.115 0.044 -0.0480 0.1961 0.1012
H -0.599 1.494 4.011 0.0101 0.0515 -0.0193
N 1.869 -2.532 -0.437 -0.2998 -0.3650 -0.6028
C -3.522 4.596 0.244 0.0986 -0.0839 0.0173
C -2.508 2.775 -1.283 -0.4887 -0.0615 0.1300
C -1.063 3.208 -1.181 -0.1511 -0.0333 -0.1362
C -1.251 -2.718 2.733 0.1686 0.3481 -0.1320
N -0.172 2.212 -1.302 0.5878 -0.1665 0.0979
O -0.721 4.372 -1.022 0.0288 0.1859 0.0934
C -3.925 -2.026 -2.559 -0.3046 -0.2474 0.2032
C 0.564 1.498 2.245 -0.4700 0.4437 0.4373
C 4.214 -2.075 2.867 -0.1042 0.2058 -0.2675
H -2.697 1.927 -3.898 -0.0012 -0.0985 -0.1257
H -3.028 3.497 -4.645 0.0315 0.0432 -0.1118
C 1.434 0.752 1.386 0.7060 -0.4847 -0.0679
C 3.923 -2.364 1.539 -0.2297 -0.3187 0.0716
H -6.379 -1.623 -0.275 0.0451 0.0044 0.0020
C 0.886 -1.337 2.522 0.3157 -0.4169 0.3402
N -2.968 -2.565 -1.816 0.0678 0.0865 -0.5166
C 5.365 1.492 -0.146 0.2238 0.1078 0.1491
C 1.717 -0.551 1.625 -0.2992 0.2893 -0.4415
C 3.682 -0.115 -1.645 -0.0684 -0.0428 0.0382
H 0.527 2.575 2.112 -0.0727 -0.0182 0.0871
Na 0.027 -1.115 -0.457 0.3019 -1.1266 -1.2044
C -5.420 -1.892 -0.707 0.0811 -0.0656 -0.1885
P 2.633 -1.586 0.446 1.4444 0.6102 0.9141
C -2.552 3.000 -3.800 -0.1765 0.1125 0.0679
C -0.614 -1.415 2.227 0.0772 -0.4186 0.5765
H 2.006 1.302 0.645 -0.0856 -0.0851 -0.0678
C -2.720 1.257 -1.537 0.1808 0.5591 0.0852
C 4.610 0.517 0.478 -0.1824 -0.0597 -0.0412



2.
84
Properties=species:S:1:pos:R:3:forces:R:3 method="wB97M-V/def2-TZVPD" homo_lumo_gap_ev="6.5725 / 6.8947" spin_multiplicity=5 s_squared=6.04 total_charge=+2 homo_ev="-13.344 / -13.338"
C -1.588 -0.034 2.311 1.8522 -0.1736 2.1629
N 0.758 2.449 -0.917 -1.3020 0.5988 -0.2893
H -5.368 1.459 -3.334 0.6752 0.3679 1.1257
O -4.177 -1.737 3.714 1.1888 -1.1451 -0.7216
C -5.688 -3.450 -3.631 -1.9631 0.2779 0.6441
H -5.139 -1.419 5.439 0.4508 -0.2730 0.0542
H 2.486 2.072 4.387 0.3069 -0.5271 -0.1959
C -1.920 -1.185 1.459 -0.5229 0.1851 -0.1576
H -5.959 -1.950 1.902 0.4378 -0.2542 -0.0234
C 4.076 5.027 -0.507 0.4817 -1.0619 0.6368
H -4.769 -3.113 5.232 -0.3121 -1.1655 -0.3485
C -4.382 -2.140 5.093 -0.6115 1.8491 0.0824
C 5.989 -0.927 -2.832 -0.2650 -0.5444 0.0840
H -4.983 -4.213 -3.911 0.2268 -0.2868 -0.1620
H 4.140 -1.360 1.154 -0.3325 -0.0188 0.0130
H 4.954 5.617 -0.281 -0.2524 0.4208 -0.1788
C 2.850 5.539 -0.901 1.0511 1.4026 -0.6845
C 2.906 1.629 2.330 0.0569 -0.9817 0.0703
H 5.985 -1.452 -3.798 -0.1034 0.4244 0.4444
H 8.033 -1.445 -2.482 0.1119 0.3786 0.0536
H -5.751 -2.655 -4.389 0.0486 -0.4345 0.2999
H -1.706 1.391 4.573 0.4499 -0.5044 0.2087
C 3.274 0.057 4.153 -0.4255 -0.4557 -1.2350
C 1.903 3.369 -0.936 0.0912 -0.6389 0.2635
H 3.377 -0.171 5.188 -0.2384 -0.0598 0.6199
C 3.131 2.798 -0.591 1.2273 0.2853 0.3145
H 3.853 -0.480 -2.779 0.1549 0.0139 -0.1948
C 4.811 -0.421 -2.278 0.7831 0.0935 0.6624
H 8.169 -0.296 -0.343 0.0241 0.1260 0.4235
C -4.884 1.964 -2.441 -0.7264 -0.3538 -0.6917
P 3.365 0.979 -0.383 -1.0145 -0.1565 -0.0930
Cr 1.058 0.402 -1.058 0.6252 -0.0662 -0.5886
C 3.587 -0.930 3.214 0.6311 0.7477 -1.2082
O -3.018 -3.677 3.496 -0.2446 2.6810 -2.1246
C -3.339 -2.584 3.017 -0.9047 -0.8706 3.9535
H -6.546 -2.484 0.325 0.1808 0.2351 -0.0856
O -3.724 -1.638 -3.577 -0.5123 -0.5967 1.3060
H 2.757 6.603 -1.125 0.0588 -0.2280 0.3123
H -6.715 -3.882 -3.436 1.3331 0.4325 -0.2877
C 2.827 1.281 3.702 0.1847 1.6298 -0.7805
C -0.921 0.609 4.551 -1.2054 0.4024 -1.4024
C 4.217 3.652 -0.325 -0.0449 -0.1157 -0.2986
C -0.566 -2.787 -0.781 -0.3756 0.6606 -0.5497
As -1.023 -0.892 -0.314 -1.5446 -1.6418 1.4963
C -3.625 -1.725 -1.175 0.8892 0.9388 0.1585
C 7.214 -0.305 -0.839 -0.3422 0.0806 0.3009
H 0.272 2.511 -0.009 0.2630 0.1857 -0.0945
Cl 1.184 -1.223 -3.351 0.1652 0.8162 0.3992
H -5.678 -0.884 0.512 -0.2587 -0.6073 0.0801
O -1.293 -0.400 3.564 -0.4585 -0.0075 -0.2050
C -5.742 -1.944 0.833 -0.2332 0.9633 -0.4248
H 5.172 3.214 0.012 -0.5093 0.3737 -0.2918
C 7.179 -0.904 -2.089 -0.9397 -0.1301 -0.3257
C 1.773 4.745 -1.153 -0.9496 -1.0479 0.2854
H 1.482 0.029 -5.361 -0.3943 -0.1803 -0.0329
O -1.445 1.094 1.897 -0.2284 -0.0251 -0.4827
H 0.839 5.231 -1.447 0.1296 -0.4737 0.0858
C 3.698 -0.631 1.827 -0.3790 0.6863 1.5410
H -5.645 2.552 -1.927 0.2152 -0.0937 0.0198
H 0.470 -2.812 -1.123 -0.0893 -0.0854 -0.0146
C 4.859 0.131 -0.975 -0.2395 1.0970 -0.8704
C 6.051 0.230 -0.253 0.5255 -0.1665 -0.0503
H 3.851 -1.901 3.579 0.2019 -0.4007 -0.0434
C -2.755 -0.692 -1.063 -0.6756 0.6294 -1.4627
H -3.464 -2.040 5.657 0.2169 0.0725 -0.0047
O -2.229 1.466 -2.061 -1.0572 -2.0166 0.6679
O -5.273 -2.869 -2.348 1.5681 0.7870 -1.6599
O -4.395 0.971 -1.505 1.4793 -1.1752 -0.9312
C -2.952 -2.027 1.709 1.1996 0.1713 -1.6127
C -3.067 0.632 -1.662 0.3523 2.4775 -0.7343
H 0.039 0.612 -4.424 -0.2105 -0.1664 -0.1275
H -0.669 -3.460 0.063 -0.1907 0.0808 0.1501
H -1.237 -3.076 -1.615 0.4685 0.0308 0.4617
H -0.867 0.032 5.443 0.1742 -0.0251 0.7670
H 0.013 2.776 -1.567 0.5249 -0.3651 0.2686
H 6.051 0.674 0.766 0.1606 -0.3382 -0.8812
Cl -0.432 -1.414 -5.650 0.0324 0.7473 -0.3074
H -4.056 2.573 -2.764 0.0077 0.2793 -0.0895
As -4.070 -2.842 0.336 0.3998 -2.2936 0.0557
C 3.365 0.681 1.386 -0.1828 -0.4909 1.2738
H 2.654 2.631 1.981 -0.0637 -0.2031 0.2854
H 0.011 1.065 4.253 0.3330 0.0171 0.0775
C 0.571 -0.246 -4.822 0.3063 -0.9437 0.4501
C -4.192 -2.029 -2.526 -1.9422 0.1427 0.3886



3.
77
Properties=species:S:1:pos:R:3:forces:R:3 method="wB97M-V/def2-TZVPD" homo_lumo_gap_ev=7.2288 spin_multiplicity=1 total_charge=0 homo_ev=-7.208
Cl 3.452 -4.799 -2.867 0.0031 -0.0121 0.0184
Cl -1.446 -4.029 -0.612 0.1340 0.8233 0.4078
C -4.415 -1.418 2.533 0.0912 -0.0012 0.0051
C 1.535 2.881 3.693 0.0489 0.0316 -0.0145
C 2.612 4.022 1.873 0.0234 0.0336 -0.0081
C 2.205 3.014 1.013 0.0289 -0.0392 -0.0353
C -0.386 3.020 -0.991 0.0293 -0.0628 0.0006
C -3.622 0.560 1.106 -0.0660 0.0989 0.0983
C -0.032 1.732 -1.385 -0.1768 0.0854 0.2023
C 2.911 0.034 -0.490 0.0131 0.0259 -0.0465
S 1.570 -2.931 -1.170 0.2571 0.0815 0.0489
H 1.285 2.828 4.746 0.0027 -0.0126 -0.0001
H 3.835 2.487 -2.482 -0.0045 -0.0006 -0.0079
H 2.165 -7.195 -3.430 -0.0013 -0.0102 0.0094
H -1.359 4.858 -1.514 0.0166 0.0033 -0.0080
H 1.031 -0.237 3.340 -0.0075 -0.0168 0.0186
Pt -0.285 -1.865 -0.034 0.0854 0.3776 -0.2465
H -3.153 -0.135 4.519 -0.0214 0.0062 0.0122
C 3.184 1.611 -2.504 0.0130 -0.0455 0.0476
C -2.996 1.947 1.191 0.1013 -0.0528 -0.0555
H -0.636 -0.856 -2.562 0.0327 -0.0349 0.0069
H 3.204 1.218 -3.522 -0.0123 0.0070 -0.0048
C -3.415 -0.271 2.402 -0.1879 -0.1848 -0.0412
H -5.409 -1.060 2.802 -0.0057 0.0029 -0.0238
C 4.983 0.113 -1.687 0.0367 -0.0003 0.0065
B -1.903 -0.924 0.801 0.2630 0.1555 0.3292
H -1.683 -6.589 -1.637 0.0066 -0.0024 0.0023
H -5.643 1.236 1.390 -0.0329 -0.0092 -0.0117
C 0.403 0.655 3.405 0.0358 0.1267 -0.0816
C 4.781 -1.345 0.201 0.0018 -0.0064 0.0257
H -0.108 -8.053 -2.883 -0.0121 0.0121 -0.0258
H -5.093 1.235 -0.293 -0.0096 0.0138 0.0104
H -1.347 1.792 -4.496 -0.0174 -0.0156 0.0089
C -0.066 -0.116 -3.131 -0.0326 -0.0034 0.0141
H -0.514 0.431 2.858 0.0763 -0.0109 0.0752
C -3.386 0.532 3.688 0.0752 -0.0060 0.0050
C -5.062 0.685 0.647 0.0405 -0.0526 -0.0188
C -1.080 2.136 -3.504 -0.0112 -0.0084 0.0079
H 2.170 1.938 -2.294 0.0008 0.0423 -0.0164
H 2.478 3.063 -0.035 0.0010 0.0082 -0.0094
C -0.262 -4.999 -1.472 0.1243 -0.1754 -0.1277
H -0.314 -0.236 -4.185 0.0346 0.0085 0.0018
H 5.194 -2.092 0.867 -0.0107 0.0023 0.0073
H -4.063 -2.093 3.314 -0.0191 0.0038 0.0126
H 0.146 0.807 4.452 -0.0013 -0.0021 0.0118
C 1.452 1.949 1.492 -0.3887 -0.2955 0.4192
H 6.549 -1.177 -1.003 0.0026 0.0116 0.0013
C -0.682 -6.255 -1.873 -0.1205 0.0351 0.0602
C 2.264 3.958 3.214 -0.0119 -0.0348 -0.0041
H -4.363 0.982 3.874 0.0021 0.0129 -0.0018
H -2.638 1.322 3.665 0.0124 -0.0150 0.0003
H -1.985 4.059 -3.780 0.0273 0.0062 -0.0153
H 0.990 -0.358 -2.995 0.0152 -0.0400 0.0260
C 1.465 -6.590 -2.871 -0.0045 0.0311 0.0082
C 0.194 -7.062 -2.573 0.0538 -0.0288 -0.0187
O -2.120 -0.874 2.176 -0.1689 0.0057 -0.1464
Sb 0.893 0.470 0.073 -0.1205 -1.0046 -0.9546
C 5.534 -0.835 -0.844 0.0150 0.0173 -0.0191
C 3.479 -0.911 0.368 -0.0246 0.0747 0.0276
H -4.479 -1.982 1.602 -0.0188 -0.0071 0.0044
C -1.084 3.864 -1.843 -0.0258 0.0186 0.0080
C 1.127 1.851 2.847 0.0075 -0.0039 0.0608
H -3.007 2.396 0.199 0.0035 0.0276 -0.0282
H -1.954 1.887 1.518 -0.0093 0.0212 0.0299
H 3.198 4.850 1.496 -0.0037 0.0017 -0.0036
C 1.855 -5.332 -2.454 -0.0791 -0.0629 0.0117
H 2.887 -1.335 1.173 -0.0125 -0.0473 -0.0141
H 2.573 4.743 3.893 -0.0011 0.0068 -0.0020
C -0.395 1.269 -2.658 0.0514 0.0082 -0.0027
H -5.524 -0.287 0.489 0.0069 0.0007 -0.0134
H -3.542 2.594 1.879 -0.0005 0.0037 -0.0026
O -2.865 -0.190 0.131 -0.0008 -0.1014 -0.1139
H 5.579 0.517 -2.498 -0.0109 -0.0053 -0.0084
C 1.008 -4.481 -1.715 -0.0472 0.1861 0.0579
C 3.674 0.571 -1.530 -0.0438 -0.0195 -0.0049
H -0.116 3.380 -0.007 -0.0438 0.0078 0.0145
C -1.433 3.417 -3.106 -0.0080 0.0048 0.0126



Computed values of F_max (unit: eV/A) for the preceding records, in sequence: 1.815 4.148 1.391.